(one)
{
  "formula": "C10H19N2O",
  "method": "ωB97M-V/def2-TZVPD",
  "symbols": ["O", "N", "N", "C", "C", "C", "C", "C", "C", "C", "C", "C", "C", "H", "H", "H", "H", "H", "H", "H", "H", "H", "H", "H", "H", "H", "H", "H", "H", "H", "H", "H"],
  "coordinates": [[0.40, 0.06, 0.59], [-1.66, -0.22, -0.49], [-0.89, -2.09, 0.61], [1.50, -0.01, -0.31], [-0.78, 2.09, 0.07], [-2.56, -2.57, -1.01], [-0.64, 0.72, 0.08], [3.76, -0.96, -0.52], [2.66, -0.57, 0.47], [0.17, 3.06, 0.76], [-0.78, -2.55, 1.74], [-1.96, 2.83, -0.44], [-1.73, -1.55, -0.26], [1.58, 1.11, -0.66], [4.10, 0.01, -1.00], [0.08, 3.89, 0.15], [4.69, -1.18, -0.10], [-1.65, 3.54, -1.10], [3.08, 0.23, 1.26], [-2.55, 3.46, 0.20], [-2.22, 0.24, -1.22], [-3.51, -2.12, -1.07], [-2.73, 2.20, -1.08], [1.11, 2.57, 0.96], [3.57, -1.79, -1.31], [-2.02, -2.67, -2.01], [-2.68, -3.36, -0.30], [-1.58, -2.65, 2.35], [1.07, -0.62, -1.14], [0.28, -2.82, 2.00], [2.24, -1.52, 0.89], [-0.32, 3.23, 1.86]],
  "orbital_gap_ev": 8.54,
  "smiles": "C=N/C(C)=[NH+]\\C(OCCC)=C(C)C",
  "molar_mass_g_mol": 183.27,
  "e_lumo_ev": -3.6,
  "charge": 1,
  "e_homo_ev": -12.1,
  "multiplicity": 1
}

***

(two)
{
  "formula": "C10H19N2O",
  "method": "ωB97M-V/def2-TZVPD",
  "symbols": ["O", "N", "N", "C", "C", "C", "C", "C", "C", "C", "C", "C", "C", "H", "H", "H", "H", "H", "H", "H", "H", "H", "H", "H", "H", "H", "H", "H", "H", "H", "H", "H"],
  "coordinates": [[-0.29, -0.33, -2.07], [-0.56, 0.57, -2.85], [-0.98, -1.01, 0.85], [2.02, -0.79, 0.94], [0.91, 0.86, 2.30], [-0.49, -2.38, 0.93], [0.85, 1.40, 0.86], [1.04, -0.71, 2.15], [-2.27, -0.57, 0.56], [-0.26, -1.37, 2.00], [1.48, 0.26, -0.05], [-0.15, 1.27, -3.98], [-1.12, 1.83, -2.91], [-1.06, -3.26, 0.90], [-0.05, 1.16, 2.82], [2.03, 0.65, -0.89], [-0.54, 1.12, -5.03], [-1.14, 2.51, -2.05], [-2.64, -1.54, 0.26], [0.91, 1.37, -4.12], [-0.80, -1.74, 2.85], [-2.29, 0.19, -0.32], [-2.70, -0.32, 1.49], [1.73, 1.19, 2.99], [1.50, -1.14, 3.09], [1.34, 2.32, 0.71], [-2.10, 1.94, -3.36], [0.58, -0.13, -0.59], [-0.16, 1.51, 0.48], [2.09, -1.72, 0.42], [2.85, -0.51, 1.44], [0.26, -2.61, 0.19]],
  "orbital_gap_ev": [9.64, 4.21],
  "molar_mass_g_mol": 183.27,
  "e_lumo_ev": [-4.1, -7.0],
  "charge": 1,
  "e_homo_ev": [-13.7, -11.2],
  "multiplicity": 1
}

***

Energies relative to the most stable structure, in eV: (one) 0.000; (two) 5.541.

***

(one)
{
  "formula": "C5H9NO2Se",
  "method": "ωB97M-V/def2-TZVPD",
  "symbols": ["Se", "O", "O", "N", "C", "C", "C", "C", "C", "H", "H", "H", "H", "H", "H", "H", "H", "H"],
  "coordinates": [[1.63, 0.68, -2.22], [4.67, 0.35, -3.47], [4.86, 0.09, -1.18], [1.43, 1.28, 0.57], [2.57, -1.70, -0.90], [4.71, 0.24, -2.33], [-0.29, -0.08, 1.42], [0.14, 0.94, 0.69], [1.49, -0.98, -1.61], [2.04, -2.31, -0.19], [-0.56, 1.55, 0.02], [3.30, -0.97, -0.48], [0.47, -0.64, 2.03], [2.14, 0.89, 1.08], [1.68, 2.20, 0.35], [0.48, -1.29, -1.56], [3.16, -2.31, -1.55], [-1.38, -0.14, 1.49]],
  "orbital_gap_ev": 7.84,
  "smiles": "CC=[Se].O=C=O.C=CN",
  "molar_mass_g_mol": 194.09,
  "e_lumo_ev": -0.2,
  "e_homo_ev": -8.1,
  "multiplicity": 1
}

***

(two)
{
  "formula": "C5H9NO2Se",
  "method": "ωB97M-V/def2-TZVPD",
  "symbols": ["Se", "O", "O", "N", "C", "C", "C", "C", "C", "H", "H", "H", "H", "H", "H", "H", "H", "H"],
  "coordinates": [[1.10, 0.59, -1.63], [1.63, -3.86, 0.59], [0.53, -2.55, 2.15], [-0.72, -1.07, 0.12], [1.62, -1.37, -0.46], [0.28, -1.69, -0.57], [-1.00, 1.95, -0.09], [0.34, 1.29, -0.22], [1.11, -3.12, 1.30], [-1.65, -1.32, -0.17], [-0.53, -0.63, 1.02], [-0.76, 3.01, -0.29], [2.32, -1.96, -0.87], [-1.37, 1.97, 0.90], [2.15, -0.83, 0.31], [-1.68, 1.69, -0.87], [-0.09, -2.49, -1.36], [1.06, 1.57, 0.57]],
  "orbital_gap_ev": [7.74, 7.74],
  "molar_mass_g_mol": 194.09,
  "e_lumo_ev": [0.6, 0.6],
  "e_homo_ev": [-7.2, -7.2],
  "multiplicity": 1
}

***

Energies relative to the most stable structure, in eV: (one) 0.000; (two) 1.084.

***

(one)
{
  "formula": "CH9NO4",
  "method": "ωB97M-V/def2-TZVPD",
  "symbols": ["O", "O", "O", "O", "N", "C", "H", "H", "H", "H", "H", "H", "H", "H", "H"],
  "coordinates": [[1.07, -0.72, -1.23], [3.27, -2.41, -1.02], [-5.01, 4.40, -2.30], [-0.50, 0.12, 1.22], [1.05, -1.44, 2.21], [0.31, -0.28, 2.07], [0.41, -0.62, -1.96], [1.59, -1.37, 3.03], [0.56, 0.54, 2.75], [-4.52, 5.27, -2.08], [0.67, -2.35, 1.95], [-5.20, 4.00, -1.42], [2.54, -1.78, -1.09], [3.48, -2.32, -2.00], [0.57, -0.71, -0.38]],
  "orbital_gap_ev": 11.24,
  "smiles": "NC=O.O.O.O",
  "molar_mass_g_mol": 99.09,
  "e_lumo_ev": 0.7,
  "e_homo_ev": -10.6,
  "multiplicity": 1
}

***

(two)
{
  "formula": "CH9NO4",
  "method": "ωB97M-V/def2-TZVPD",
  "symbols": ["O", "O", "O", "O", "N", "C", "H", "H", "H", "H", "H", "H", "H", "H", "H"],
  "coordinates": [[-1.30, -1.69, 0.19], [2.58, 0.51, -0.35], [0.42, 1.98, 0.20], [1.30, -1.64, -0.78], [-1.96, 0.54, 0.61], [-2.21, -0.82, 0.37], [0.53, -1.78, -0.34], [2.14, -0.37, -0.33], [-0.92, 0.69, 0.47], [-3.26, -1.18, 0.25], [1.22, 1.49, 0.48], [1.65, -2.41, -1.08], [0.22, 2.44, 1.04], [-2.56, 1.34, 0.39], [2.15, 0.90, -1.11]],
  "orbital_gap_ev": 11.12,
  "smiles": "NC=O.O.O.O",
  "molar_mass_g_mol": 99.09,
  "e_lumo_ev": 0.7,
  "e_homo_ev": -10.4,
  "multiplicity": 1
}

***

Energies relative to the most stable structure, in eV: (one) 0.281; (two) 0.000.